[1]
Molecular formula: C26H39BCl12N2OS
Method: DFT, wB97M-V/def2-TZVPD

Results
SMILES: CN(C)B(O)c1ccc2c(c1)Sc1ccccc1N2.ClCCCl.ClCCCl.ClCCCl.ClCCCl.ClCCCl.ClCCCl
Charge: 0
F_max (eV/Å): 5.30
Kohn-Sham gap (eV): 8.48

Element x y z (Å)
C -0.194073 -0.400350 -1.937948
N 0.654627 -1.659623 -2.071421
C 2.065215 -1.175774 -2.177553
B 0.407785 -2.363380 -0.744091
O -0.416649 -3.548192 -0.761851
C 1.062573 -1.826486 0.659682
C 0.342855 -0.892181 1.667431
C 1.104908 -0.433639 2.959625
C 2.575355 -0.858122 3.284118
C 3.240676 -1.814279 2.215956
C 2.535846 -2.312886 0.936415
S 5.008457 -2.287296 2.614796
C 5.671048 -0.669898 3.287613
C 7.094988 -0.165023 2.952210
C 7.521584 1.231334 3.540864
C 6.507436 2.005232 4.461814
C 5.088080 1.486903 4.792997
C 4.647973 0.116615 4.196112
N 3.311323 -0.441223 4.496455
H -1.250185 -0.790824 -1.661306
H 0.199074 0.209136 -1.036454
H -0.219054 0.203716 -2.909418
H 2.778072 -2.022317 -1.894417
H 2.270720 -0.316096 -1.433680
H 2.362515 -0.811315 -3.225056
H -0.222330 -4.039289 -1.590272
H -0.740057 -0.554522 1.469604
H 0.596223 0.264965 3.723672
H 3.047989 -2.997529 0.188286
H 7.820464 -0.776821 2.299065
H 8.541643 1.699538 3.318053
H 6.838979 3.007431 4.905233
H 4.346419 2.069142 5.440137
H 3.511258 -1.333686 5.002453
Cl -1.946550 -3.307843 3.850458
C -3.032974 -4.245094 2.794552
C -3.286143 -3.549634 1.472430
Cl -4.257959 -2.067974 1.666727
H -3.962192 -4.423710 3.338863
H -2.550290 -5.208744 2.619604
H -3.846436 -4.209980 0.807423
H -2.352330 -3.279767 0.975596
Cl -2.208270 2.109086 -3.205836
C -3.743913 1.265257 -3.528280
C -4.811717 1.615586 -2.513329
Cl -4.438999 0.964453 -0.898014
H -3.542543 0.192979 -3.544930
H -4.066571 1.565474 -4.526345
H -5.765008 1.184586 -2.814419
H -4.941488 2.695564 -2.422212
Cl 2.789359 2.229189 -5.485452
C 4.514483 1.804679 -5.352690
C 4.747178 0.647151 -4.402977
Cl 4.413727 1.088615 -2.710181
H 5.059082 2.697003 -5.038995
H 4.851939 1.534953 -6.355547
H 5.792564 0.335002 -4.448040
H 4.124347 -0.212555 -4.657906
Cl -5.862804 -1.175555 -3.250930
C -7.382823 -1.177120 -2.322066
C -8.457006 -2.016734 -2.983115
Cl -9.034601 -1.293484 -4.505093
H -7.703265 -0.140798 -2.196517
H -7.149336 -1.582454 -1.335326
H -9.322775 -2.096974 -2.322711
H -8.100667 -3.025061 -3.201127
Cl -3.252237 3.625651 -7.474958
C -4.093190 4.975625 -6.672627
C -4.527152 4.622673 -5.264650
Cl -5.826746 3.403386 -5.247244
H -4.942918 5.262292 -7.294868
H -3.393255 5.813168 -6.645529
H -4.919800 5.510069 -4.764064
H -3.694235 4.238509 -4.671875
Cl 1.509499 1.022712 6.768830
C 2.522939 0.176681 7.963062
C 2.966690 1.090311 9.087777
Cl 4.122879 2.327456 8.534013
H 3.376092 -0.255640 7.436150
H 1.921499 -0.641187 8.365291
H 3.473196 0.507847 9.860077
H 2.118985 1.601088 9.547878

Cartesian forces, eV/Å:
-0.835 -0.807 0.591
0.586 1.048 1.275
1.007 -0.017 0.404
-0.535 -0.783 -0.398
2.018 1.412 -0.151
1.470 0.720 2.941
3.789 -1.280 0.710
1.724 -1.333 -1.316
-2.625 -1.459 -4.372
-2.154 1.243 -0.114
-1.947 2.745 2.810
-0.840 1.765 0.112
0.094 2.498 1.094
-2.130 2.432 2.189
-3.865 -1.602 1.071
-0.558 -2.592 -1.342
2.080 -2.450 -2.478
3.837 1.914 -0.841
0.974 -1.014 -1.427
1.382 1.052 -0.644
-0.654 -0.497 -1.533
0.102 -0.942 1.515
-0.811 1.095 -0.529
-0.247 -1.219 -1.121
-0.823 -0.560 1.445
-0.605 0.737 0.419
1.996 -0.561 0.459
0.836 -1.293 -1.436
-0.606 1.067 1.291
-1.477 1.102 1.161
-1.734 -0.913 0.372
-0.570 -1.683 -0.783
1.314 -0.943 -1.034
-0.308 0.787 -0.338
-0.019 0.031 0.005
-0.117 -0.138 -0.101
0.187 -0.212 -0.076
-0.014 0.076 0.008
0.109 0.127 -0.065
-0.002 0.134 -0.073
0.027 0.030 0.121
-0.104 -0.019 0.128
0.022 0.175 0.023
-0.245 -0.188 -0.132
-0.027 0.398 -0.131
0.039 0.002 0.104
0.066 0.181 0.144
0.004 -0.009 0.159
0.224 0.180 -0.032
0.165 -0.134 0.037
-0.010 0.001 0.041
0.198 -0.048 -0.053
0.109 -0.037 -0.145
0.129 0.106 -0.044
-0.130 -0.128 0.055
-0.050 -0.056 0.113
-0.079 0.103 -0.025
-0.003 0.167 0.034
-0.223 -0.632 -0.221
-0.150 -0.054 0.216
0.017 -0.077 0.174
0.030 -0.002 -0.027
0.025 -0.115 -0.102
-0.003 -0.008 -0.115
0.112 0.088 -0.021
0.028 0.185 -0.032
-0.039 -0.033 0.017
-0.071 0.171 0.054
0.219 0.247 0.056
-0.149 0.040 -0.095
0.076 -0.134 0.099
-0.044 -0.109 0.092
0.000 -0.061 -0.122
-0.082 -0.047 -0.138
-0.069 0.120 0.158
0.037 -0.121 0.066
-0.127 -0.195 0.112
-0.007 0.040 -0.015
-0.065 0.173 0.013
0.035 0.128 0.036
-0.013 0.006 -0.134
0.100 -0.019 -0.166

***

[2]
Molecular formula: C26H39CuN5O8PTe
Method: DFT, wB97M-V/def2-TZVPD

Results
Charge: +1
Expectation value of S²: 0.753
Energy relative to the best compared isomer or geometry (same formula, charge and spin) (kJ/mol): 47.1
Spin multiplicity: 2
F_max (eV/Å): 0.45
Kohn-Sham gap (spin up / spin down) (eV): 6.88 / 4.95

Element x y z (Å)
Cu -0.063943 0.569028 0.065725
O -3.497392 -2.078818 6.578213
N -2.443900 -2.182612 5.995061
O -1.535418 -2.924686 6.308731
C -2.241076 -1.331612 4.806545
C -2.854410 -0.133870 4.823179
C -2.640406 0.798309 3.757067
C -3.245727 2.065564 3.732501
C -2.975643 2.909864 2.686911
C -2.072769 2.486414 1.701633
N -1.482693 1.311820 1.716307
C -1.783154 0.456559 2.706332
C -1.206918 -0.878649 2.655396
N -0.519469 -1.199148 1.544771
C -0.025931 -2.412178 1.442462
C -0.180828 -3.386546 2.432760
C -0.875198 -3.075218 3.572514
C -1.417168 -1.782600 3.710235
H -3.492572 0.127813 5.655933
H -3.915971 2.355654 4.530604
H -3.428756 3.887522 2.618552
H -1.817721 3.133821 0.872283
H 0.506272 -2.638092 0.527224
H 0.233849 -4.373590 2.289711
H -1.008879 -3.807698 4.352187
C 1.555511 2.130297 2.401638
O 1.588925 2.042513 0.989323
C 1.774040 3.298552 0.362874
C 2.056021 3.046930 -1.095211
O 0.911346 2.500575 -1.700387
C 1.182098 2.021762 -2.999168
H 2.491620 2.552362 2.780384
H 1.431605 1.119390 2.785682
H 0.719289 2.751416 2.739386
H 2.624595 3.827098 0.811818
H 0.877385 3.922137 0.485523
H 2.895162 2.339795 -1.178346
H 2.360030 3.983780 -1.583272
H 1.529585 2.826540 -3.657831
H 0.259106 1.606160 -3.396959
H 1.941038 1.230135 -2.973239
C -2.394524 3.311317 -2.617074
N -2.507339 1.952283 -3.106618
C -3.088742 1.781418 -4.428190
C -3.694687 0.401732 -4.564543
C -2.659672 -0.625354 -4.155974
N -2.168564 -0.335214 -2.817681
C -1.798071 -1.474499 -2.004631
C -2.127034 0.924215 -2.302377
O -1.740929 1.148251 -1.144549
H -2.043554 3.952584 -3.427338
H -1.672615 3.346048 -1.807125
H -3.360363 3.690140 -2.270292
H -2.322701 1.941020 -5.197235
H -3.847934 2.554311 -4.564570
H -4.021068 0.230655 -5.589510
H -4.567222 0.315721 -3.913653
H -1.828940 -0.642555 -4.872329
H -3.093430 -1.626538 -4.140208
H -1.138359 -2.128883 -2.578887
H -2.681633 -2.047348 -1.706152
H -1.274704 -1.145878 -1.109194
C 5.360821 -1.909461 1.348791
C 3.994583 -1.702736 1.956699
O 3.046186 -1.009297 1.110513
P 2.799679 -1.127195 -0.429031
O 1.503294 -0.536098 -0.821335
Te 4.547747 -0.025964 -1.703078
O 2.914027 -2.688331 -0.672776
C 2.609930 -3.282702 -1.964670
C 3.844367 -3.906883 -2.563667
H 5.960527 -2.479831 2.058528
H 5.870598 -0.964256 1.169835
H 5.315738 -2.485860 0.425462
H 4.058450 -1.078840 2.847233
H 3.530158 -2.652214 2.227371
H 2.168846 -2.517016 -2.605707
H 1.849843 -4.034680 -1.752586
H 4.589393 -3.155732 -2.819135
H 3.570959 -4.437931 -3.475422
H 4.285409 -4.624894 -1.873947

Cartesian forces, eV/Å:
-0.340 0.024 0.299
-0.087 0.030 0.137
-0.029 -0.094 -0.233
0.073 -0.007 0.100
0.003 0.082 0.028
0.071 -0.031 -0.094
-0.021 -0.024 0.099
0.024 0.031 -0.057
0.028 -0.058 0.032
-0.001 0.063 0.036
0.107 -0.101 -0.154
0.047 -0.066 0.012
-0.063 0.125 -0.018
0.133 0.094 -0.047
-0.018 -0.072 -0.003
-0.027 0.027 0.024
0.007 0.015 -0.002
-0.037 -0.001 0.042
0.002 0.007 0.004
-0.024 0.010 0.023
-0.016 0.031 0.005
-0.007 0.025 -0.058
0.045 0.000 -0.042
0.017 -0.030 -0.003
-0.001 -0.004 -0.009
0.009 0.035 -0.033
0.029 -0.045 0.071
0.005 -0.064 -0.051
0.104 0.115 0.061
-0.033 0.028 -0.038
-0.035 0.022 -0.022
-0.006 -0.002 0.016
-0.006 -0.004 -0.011
0.021 0.000 0.021
-0.020 -0.037 -0.012
0.035 -0.026 -0.023
-0.014 0.050 0.054
-0.063 -0.031 -0.018
-0.003 -0.008 0.027
-0.033 -0.005 0.001
-0.002 -0.013 0.006
0.045 0.078 -0.002
-0.034 0.004 0.003
0.011 0.009 -0.052
0.001 -0.009 -0.004
0.004 -0.002 -0.033
-0.023 -0.008 0.030
0.035 -0.041 0.062
0.053 -0.041 -0.060
0.012 -0.054 0.060
-0.004 0.005 -0.006
-0.011 -0.004 -0.008
0.017 0.003 0.016
-0.022 0.003 -0.004
-0.004 -0.031 0.001
0.014 0.002 -0.011
-0.010 0.000 0.002
-0.017 0.001 -0.001
-0.011 0.025 -0.007
0.014 -0.001 0.018
0.010 0.006 -0.009
-0.041 -0.021 -0.070
0.057 0.007 0.070
-0.130 -0.137 0.029
0.040 0.242 0.046
0.020 -0.068 0.056
0.001 0.033 -0.214
0.007 -0.036 -0.026
0.139 -0.028 0.093
-0.122 0.024 0.083
-0.025 -0.021 -0.006
0.031 -0.001 0.005
-0.014 0.043 -0.042
-0.019 -0.024 -0.030
-0.018 -0.063 -0.020
0.062 -0.003 -0.016
0.039 -0.038 -0.059
-0.008 0.020 -0.071
0.018 0.046 0.011
0.002 -0.002 -0.024
0.003 -0.010 0.028

***

[3]
Molecular formula: C26H39N4O
Method: DFT, wB97M-V/def2-TZVPD

Results
Charge: +1
Energy relative to the best compared isomer or geometry (same formula, charge and spin) (kJ/mol): 0.0
F_max (eV/Å): 4.51
Kohn-Sham gap (eV): 5.64

Element x y z (Å)
C -0.081622 -2.694964 2.834882
N 1.194245 -2.028052 2.648658
C 1.437871 -0.699128 2.542545
C 0.388263 0.323038 2.578182
C -0.926634 0.015331 2.040793
C -1.970980 0.760253 2.495500
C -3.285843 0.194107 2.758840
C -3.993216 0.572258 3.927469
C -5.202555 -0.045845 4.244933
C -5.730740 -1.040155 3.404737
C -5.014678 -1.436015 2.264797
C -3.789409 -0.844622 1.951407
O 0.585647 1.459119 3.103853
N 2.790836 -0.549831 2.499248
C 3.563581 0.735276 2.541966
C 5.029997 0.439241 2.304310
C 3.392731 1.360284 3.919075
C 3.075489 1.661627 1.440290
C 3.370586 -1.805808 2.508876
C 2.384876 -2.721499 2.580097
H 0.142261 -3.692093 3.234604
H -0.728812 -2.161963 3.542699
H -0.622099 -2.833489 1.887781
H -1.042233 -0.801343 1.333358
H -1.752301 1.709461 2.984686
H -3.541736 1.336345 4.568655
H -5.727635 0.253797 5.152743
H -6.689677 -1.509504 3.643887
H -5.414971 -2.205244 1.604475
H -3.197011 -1.167343 1.084162
H 5.192066 -0.048323 1.335534
H 5.574607 1.392328 2.282595
H 5.471504 -0.168147 3.103364
H 2.344553 1.608635 4.090986
H 3.742348 0.669428 4.693870
H 3.983017 2.284119 3.984399
H 2.061383 2.009040 1.626546
H 3.712608 2.555686 1.389095
H 3.112916 1.153349 0.471577
H 4.439056 -1.935311 2.472833
H 2.420052 -3.799875 2.603385
C 1.061842 6.515453 -1.366908
C 2.218889 5.803441 -0.638737
C 1.571939 4.730475 0.273429
N 0.182810 4.689554 -0.111194
C -0.805186 4.219258 0.817243
C -1.980201 3.737330 -0.020108
C -3.242574 3.254188 0.710316
C -3.874236 2.266109 -0.278873
C -2.760072 1.926234 -1.302288
N -1.562931 2.574337 -0.761543
C -0.227178 5.830773 -0.888559
H 1.029070 7.581370 -1.129203
H 1.152493 6.394317 -2.448609
H 2.869631 5.313773 -1.371963
H 2.821256 6.504900 -0.048954
H 2.047790 3.751608 0.092051
H 1.710906 4.970203 1.346562
H -0.435694 3.370205 1.420275
H -1.170173 5.014835 1.501080
H -2.266179 4.564033 -0.704843
H -2.929452 2.705417 1.606553
H -3.895345 4.063735 1.031075
H -4.225386 1.371256 0.243680
H -4.734565 2.705219 -0.796695
H -2.630169 0.837266 -1.413190
H -3.020666 2.317432 -2.307747
H -0.824391 2.794963 -1.435227
H -0.845699 6.529219 -0.288511
H -0.843729 5.497444 -1.740572

Cartesian forces, eV/Å:
-0.710 -0.789 0.073
0.461 0.335 -0.556
1.476 -1.266 0.458
-1.007 4.364 0.551
0.168 0.207 -0.443
0.468 -0.706 1.081
-0.896 -0.376 -0.388
0.351 0.016 -0.732
0.083 -0.149 -0.175
0.389 0.276 0.027
0.132 0.098 -0.057
-0.223 0.138 0.312
-0.053 -3.008 -0.970
-0.723 -0.438 0.037
0.320 0.627 -0.022
0.519 -0.162 -0.148
-0.077 0.091 0.401
-0.195 0.217 -0.305
0.100 0.728 -0.071
-0.581 0.109 0.234
-0.121 0.329 -0.033
0.330 -0.083 -0.242
0.275 0.130 0.295
-0.175 -0.157 0.586
0.204 -0.381 0.214
-0.365 -0.217 -0.166
0.093 -0.130 -0.290
0.395 0.190 -0.105
0.064 0.155 0.235
-0.512 0.124 0.294
0.033 0.049 0.149
-0.210 -0.275 0.043
-0.048 0.116 -0.141
0.338 -0.022 0.095
0.009 0.120 -0.049
-0.088 -0.285 -0.084
0.159 -0.018 -0.111
-0.095 -0.349 0.075
0.033 0.108 0.030
-0.182 -0.026 -0.048
-0.019 0.155 0.066
-0.157 -0.114 0.017
0.094 -0.204 0.106
0.404 0.243 0.056
0.223 -0.457 -0.024
-0.655 -0.121 0.167
-0.438 0.330 0.113
0.710 -0.159 0.035
-0.236 -0.056 -0.243
-0.040 0.128 -0.410
0.251 -0.789 -0.308
-0.090 0.500 -0.238
0.065 -0.134 -0.167
0.097 0.199 0.127
-0.002 0.192 0.215
-0.080 -0.208 -0.208
-0.174 0.260 0.158
-0.066 0.017 -0.227
0.011 0.339 -0.248
0.265 -0.032 -0.009
-0.138 -0.245 0.329
-0.107 0.241 -0.082
-0.031 0.006 -0.101
-0.034 0.118 -0.134
0.141 -0.096 0.158
0.113 0.327 0.061
-0.014 -0.134 0.380
-0.516 -0.154 0.273
0.111 -0.161 -0.117
0.173 0.318 0.199